A structure of composition C23H32N11OSeV. Source: the Open Molecules 2025 dataset; level of theory: ωB97M-V/def2-TZVPD.

Properties
highest occupied orbital energy (alpha / beta)	-0.37221 / -0.37393	Ha
multiplicity	4
expectation value of S²	3.7653
E_LUMO (alpha / beta)	-2.83 / -3.13	eV
total charge	+1

CARTESIAN COORDINATES (ANGSTROEM)
Se (1.400, -0.107, 0.812)
V (-1.772, 0.132, -0.427)
O (-3.228, -0.465, -1.610)
N (-4.393, -2.783, -3.869)
N (2.884, -2.272, -0.374)
N (-2.482, -1.511, -1.301)
N (0.138, 2.272, -2.670)
N (-1.068, -4.508, -1.335)
N (-1.817, 0.608, 1.619)
N (-1.076, 2.122, -0.681)
N (-2.230, -1.409, 2.761)
N (-0.675, 4.187, -1.861)
N (-2.747, 0.481, 3.823)
N (4.153, -0.678, 0.396)
C (4.730, -3.792, -1.192)
C (5.013, -1.636, -0.108)
C (0.717, 0.957, -2.636)
C (-2.658, -2.582, -1.982)
C (0.067, 4.561, -3.065)
C (-1.595, 2.813, 0.498)
C (-1.491, -2.322, 1.933)
C (-2.217, -0.053, 2.680)
C (-3.495, 1.725, 3.835)
C (0.836, 3.297, -3.432)
C (6.925, -2.842, -0.767)
C (6.110, -3.864, -1.264)
C (1.727, -3.058, -0.733)
C (-1.360, 2.001, 1.768)
C (2.870, -1.070, 0.241)
C (4.199, -2.654, -0.603)
C (-1.799, -3.675, -1.629)
C (-1.867, 4.982, -1.625)
C (-0.595, 2.830, -1.664)
C (-3.224, -0.591, 4.701)
C (6.395, -1.707, -0.179)
C (-3.626, -2.683, -3.024)
C (-2.647, -1.858, 4.078)
H (-2.673, 2.998, 0.401)
H (-0.935, -1.779, 1.170)
H (-4.318, -0.602, 4.690)
H (0.848, -2.429, -0.615)
H (1.812, -3.385, -1.768)
H (-0.755, -2.858, 2.541)
H (-2.897, 2.566, 4.186)
H (-1.103, 3.785, 0.630)
H (-1.587, 5.967, -1.251)
H (-2.891, -0.436, 5.727)
H (0.803, 3.073, -4.499)
H (-0.295, 2.003, 2.022)
H (-1.778, -2.237, 4.626)
H (7.997, -2.942, -0.844)
H (1.885, 3.348, -3.118)
H (-3.387, -2.658, 4.007)
H (-3.893, 1.943, 2.844)
H (1.660, 0.944, -2.082)
H (-2.414, 5.105, -2.565)
H (4.392, 0.181, 0.862)
H (-2.527, 4.513, -0.910)
H (-4.333, 1.608, 4.521)
H (-0.641, 4.840, -3.853)
H (1.637, -3.929, -0.084)
H (0.872, 0.625, -3.664)
H (0.044, 0.238, -2.160)
H (7.030, -0.923, 0.206)
H (-2.162, -3.043, 1.461)
H (-1.884, 2.538, 2.560)
H (4.098, -4.582, -1.570)
H (6.571, -4.731, -1.712)
H (0.722, 5.411, -2.874)

From a natural (NBO) analysis of the wavefunction, the atomic charges in e read: Se -0.314; V 1.222; O -0.535; N -0.203; N -0.377; N -0.111; N -0.403; N -0.272; N -0.737; N -0.713; N -0.397; N -0.414; N -0.411; N -0.534; C -0.232; C 0.104; C -0.383; C -0.049; C -0.214; C -0.233; C -0.407; C 0.674; C -0.412; C -0.213; C -0.196; C -0.202; C -0.418; C -0.220; C 0.287; C 0.163; C 0.260; C -0.407; C 0.667; C -0.211; C -0.223; C 0.227; C -0.212; H 0.181; H 0.229; H 0.197; H 0.237; H 0.222; H 0.211; H 0.210; H 0.212; H 0.215; H 0.218; H 0.216; H 0.209; H 0.200; H 0.229; H 0.194; H 0.216; H 0.208; H 0.212; H 0.200; H 0.441; H 0.218; H 0.221; H 0.197; H 0.227; H 0.218; H 0.191; H 0.231; H 0.208; H 0.204; H 0.231; H 0.229; H 0.218

***

A structure of composition C34H47BrGeN5O2PbSe. Source: the Open Molecules 2025 dataset; level of theory: ωB97M-V/def2-TZVPD.

Properties
highest occupied orbital energy (alpha / beta)	-0.57475 / -0.57475	Ha
E_LUMO (alpha / beta)	-10.92 / -10.43	eV
total charge	+3

CARTESIAN COORDINATES (ANGSTROEM)
Pb (-1.556, 1.616, 0.228)
Br (-2.930, -1.810, -0.882)
Se (-1.397, -1.434, -4.786)
Ge (1.364, -0.813, -6.588)
O (-2.915, 2.525, 1.908)
O (-2.870, 1.953, 4.093)
N (-4.783, 3.422, 0.066)
N (0.016, 1.923, 2.079)
N (0.339, -0.076, 0.248)
N (-3.130, 3.263, -1.512)
N (-3.072, -0.076, 1.307)
C (-0.761, -1.150, -6.503)
C (2.301, -2.060, 0.532)
C (1.790, 0.289, -5.024)
C (1.410, 0.815, 3.655)
C (-4.305, -2.099, 1.570)
C (-2.716, 3.533, -2.715)
C (1.518, -1.962, -0.622)
C (-4.336, -0.447, 3.304)
C (2.753, 0.543, 6.177)
C (1.487, 0.156, -8.263)
C (0.393, 2.875, 4.237)
C (-3.063, 1.720, 2.931)
C (1.819, 1.740, 6.000)
C (-3.543, 4.109, -3.718)
C (3.321, -3.173, 0.690)
C (0.831, 0.898, 2.400)
C (-3.505, 0.321, 2.514)
C (-3.478, -1.259, 0.852)
C (2.115, -2.603, -6.508)
C (-4.742, -1.676, 2.818)
C (1.203, 1.809, 4.613)
C (0.656, 1.619, 7.003)
C (2.084, -1.091, 1.504)
C (-4.882, 4.356, -3.431)
C (0.581, -0.962, -0.721)
C (1.091, -0.129, 1.355)
C (-0.174, 2.892, 2.983)
C (2.616, -4.523, 0.467)
C (-5.341, 4.101, -2.162)
C (-1.203, -3.353, -4.697)
C (-4.416, 3.599, -1.188)
C (4.427, -2.980, -0.360)
C (3.955, -3.188, 2.083)
C (2.615, 3.029, 6.254)
H (-4.096, 3.135, 0.803)
H (3.056, 2.992, 7.250)
H (2.701, -1.083, 2.387)
H (1.986, 3.917, 6.193)
H (4.509, -2.271, 2.291)
H (-4.659, -0.068, 4.263)
H (-0.822, 3.704, 2.687)
H (-1.675, 3.303, -2.923)
H (-1.583, -3.685, -3.735)
H (-5.694, 3.743, 0.371)
H (0.168, 3.684, 4.917)
H (-1.783, -3.801, -5.501)
H (-0.935, -2.008, -7.150)
H (-5.412, -2.301, 3.394)
H (3.227, 0.605, 7.156)
H (4.031, -3.018, -1.376)
H (-5.545, 4.752, -4.188)
H (1.750, -4.625, 1.124)
H (1.782, 1.342, -5.303)
H (2.215, -0.407, 6.139)
H (3.555, 0.543, 5.435)
H (-0.024, -0.863, -1.617)
H (-3.132, 4.363, -4.686)
H (1.112, -0.437, -9.096)
H (0.034, 2.514, 7.001)
H (3.427, 3.137, 5.532)
H (4.938, -2.026, -0.219)
H (2.019, -0.036, 3.910)
H (3.170, -2.536, -6.781)
H (0.936, 1.093, -8.204)
H (2.795, 0.040, -4.681)
H (-6.370, 4.284, -1.881)
H (1.630, -3.269, -7.220)
H (2.288, -4.652, -0.565)
H (-4.600, -3.058, 1.170)
H (0.021, 0.762, 6.770)
H (4.666, -4.011, 2.141)
H (5.166, -3.776, -0.256)
H (3.307, -5.332, 0.699)
H (3.205, -3.348, 2.861)
H (1.060, 1.477, 8.005)
H (2.055, -3.024, -5.505)
H (1.099, 0.129, -4.198)
H (2.538, 0.384, -8.447)
H (1.632, -2.668, -1.433)
H (-1.168, -0.231, -6.920)
H (-0.150, -3.608, -4.802)

From a Löwdin analysis of the wavefunction, the atomic charges in e read: Pb 1.460; Br 0.772; Se 1.102; Ge 0.859; O -0.285; O 0.140; N 0.301; N -0.027; N -0.041; N 0.024; N -0.034; C -0.542; C -0.123; C -0.209; C 0.074; C -0.076; C -0.090; C 0.008; C 0.041; C -0.054; C -0.195; C 0.032; C -0.599; C -0.552; C 0.045; C -0.554; C -0.189; C -0.174; C -0.704; C -0.201; C 0.007; C -0.115; C -0.022; C 0.075; C -0.002; C -0.164; C -0.188; C -0.106; C -0.033; C 0.080; C -0.304; C -0.301; C -0.027; C -0.050; C -0.026; H 0.089; H 0.099; H 0.105; H 0.082; H 0.092; H 0.141; H 0.121; H 0.124; H 0.033; H 0.160; H 0.132; H 0.059; H 0.046; H 0.135; H 0.098; H 0.079; H 0.138; H 0.097; H 0.031; H 0.093; H 0.092; H 0.067; H 0.131; H 0.041; H 0.088; H 0.098; H 0.097; H 0.102; H 0.043; H 0.036; H 0.036; H 0.141; H 0.040; H 0.078; H 0.116; H 0.095; H 0.098; H 0.099; H 0.098; H 0.098; H 0.099; H 0.019; H -0.021; H 0.045; H 0.115; H 0.031; H 0.035

***

A structure of composition C8H7F5MgN2S2. Source: the Open Molecules 2025 dataset; level of theory: ωB97M-V/def2-TZVPD.

Properties
highest occupied orbital energy	-0.29801	Ha
E_LUMO	0.14	eV

CARTESIAN COORDINATES (ANGSTROEM)
S (2.421, -0.594, -1.921)
S (1.488, -0.293, 1.406)
Mg (0.913, 0.852, -0.668)
F (0.980, -0.395, 4.356)
F (-0.289, 1.996, 0.360)
F (-1.907, 3.513, 1.850)
F (-2.120, 3.135, 4.532)
F (-0.677, 1.187, 5.762)
N (0.532, -1.282, -3.608)
N (0.722, -2.575, -1.702)
C (-0.337, 1.744, 1.683)
C (-0.562, 1.363, 4.436)
C (-0.604, -1.977, -4.166)
C (1.162, -1.540, -2.441)
C (-1.187, 2.546, 2.443)
C (-1.298, 2.356, 3.811)
C (0.419, 0.729, 2.304)
C (0.292, 0.552, 3.694)
H (-1.429, -1.959, -3.450)
H (0.480, 1.698, -2.166)
H (0.103, -3.277, -2.078)
H (-0.900, -1.478, -5.091)
H (0.891, -0.480, -4.113)
H (1.231, -2.808, -0.859)
H (-0.323, -3.013, -4.376)

From a natural (NBO) analysis of the wavefunction, the atomic charges in e read: S -0.357; S -0.476; Mg 1.506; F -0.289; F -0.350; F -0.290; F -0.294; F -0.287; N -0.568; N -0.789; C 0.255; C 0.278; C -0.427; C 0.302; C 0.280; C 0.287; C -0.276; C 0.313; H 0.206; H -0.720; H 0.398; H 0.234; H 0.434; H 0.433; H 0.196

***

These records have max |F| values of 0.02601, 0.01550, 0.06225 hartree/bohr, in the order they appear.